The following is a DFT calculation (ωB97M-V with the def2-TZVPD basis set) of a single C18H16N4O molecule.

Properties
- F_max: 0.64 eV/A
- SMILES: Nc1ccc(C(=O)Nc2ccc(Nc3ccncc3)cc2)cc1
- Energy relative to the best compared isomer or geometry (same formula, charge and spin): 0.0000 eV

```
! RIJCOSX wB97M-V def2-TZVPD def2/J DEFGRID3
* xyz 0 1
N -3.8812 -1.8076 2.1193
C -3.2062 -0.6123 2.1718
C -1.8252 -0.5833 2.3872
C -1.1334 0.6072 2.3563
C -1.8014 1.8064 2.1150
C -1.1003 3.1116 2.1382
O -1.5514 4.0942 2.6955
N 0.1351 3.1735 1.5476
C 0.7416 2.2939 0.6485
C 2.1313 2.1978 0.6260
C 2.7611 1.3283 -0.2399
C 2.0195 0.5290 -1.1093
N 2.6874 -0.3329 -1.9721
C 2.2673 -1.5447 -2.4602
C 2.9717 -2.1364 -3.5162
C 2.5540 -3.3604 -3.9974
N 1.5192 -4.0292 -3.5127
C 0.8696 -3.4832 -2.4971
C 1.1906 -2.2641 -1.9314
C 0.6331 0.6789 -1.1345
C 0.0037 1.5492 -0.2697
C -3.1830 1.7846 1.9388
C -3.8758 0.5945 1.9528
H -3.4314 -2.6080 2.5313
H -4.8815 -1.7740 2.2244
H -1.3023 -1.5087 2.5829
H -0.0693 0.6084 2.5417
H 0.6501 4.0188 1.7628
H 2.7185 2.8042 1.3003
H 3.8398 1.2599 -0.2417
H 3.6329 -0.0699 -2.2104
H 3.8274 -1.6367 -3.9467
H 3.0740 -3.8364 -4.8187
H 0.0429 -4.0639 -2.1085
H 0.6389 -1.8937 -1.0827
H 0.0477 0.1372 -1.8604
H -1.0675 1.6636 -0.3156
H -3.7021 2.7185 1.7841
H -4.9455 0.5854 1.8007
*
```

---

The following is a DFT calculation (ωB97M-V with the def2-TZVPD basis set) of a single C18H16N6O2 molecule at a distorted geometry.

Properties
- F_max: 3.88 eV/A
- SMILES: CN1CC[C@](O)(C#Cc2cc(-n3ccc4cnc(N)nc43)ccn2)C1=O
- Total energy: -31959.876 eV

```
! RIJCOSX wB97M-V def2-TZVPD def2/J DEFGRID3
* xyz 0 1
C -0.5807 -2.1366 6.0556
N 0.2741 -1.9921 4.9008
C 1.6709 -2.3639 4.9024
C 1.8938 -3.0333 3.5178
C 0.7707 -2.4916 2.6202
O 0.3249 -3.4441 1.6913
C 1.2420 -1.2424 1.9410
C 1.5567 -0.1903 1.4019
C 1.9435 1.0347 0.8055
C 1.4162 1.3720 -0.4407
C 1.7362 2.6307 -0.9835
N 1.2081 3.0143 -2.2572
C 1.8234 3.8762 -3.1721
C 1.0183 3.9822 -4.2544
C -0.1762 3.1875 -4.0395
C -1.3454 3.0070 -4.7056
N -2.3819 2.4048 -4.0977
C -2.1563 1.8278 -2.9215
N -3.1858 1.2589 -2.3608
N -1.0185 1.9010 -2.2465
C -0.0350 2.6334 -2.7904
C 2.6904 3.4342 -0.2949
C 3.1630 3.0081 0.9523
N 2.8313 1.8233 1.4708
C -0.2861 -2.0856 3.6628
O -1.4475 -1.8097 3.3789
H -1.4341 -2.7395 5.8061
H -0.9318 -1.1803 6.3984
H -0.0697 -2.6256 6.8736
H 2.2629 -1.4582 4.9990
H 1.8938 -3.0607 5.7217
H 2.8999 -2.8188 3.1418
H 1.7789 -4.1384 3.5502
H -0.3341 -3.0607 1.0921
H 0.7739 0.6202 -0.9462
H 2.8082 4.3248 -3.0619
H 1.2362 4.4698 -5.1578
H -1.4790 3.4501 -5.6750
H -3.0295 1.1150 -1.3669
H -4.0216 1.7252 -2.6510
H 3.0166 4.3969 -0.7029
H 3.9047 3.5993 1.4674
*
```

---

The following is a DFT calculation (ωB97M-V with the def2-TZVPD basis set) of a molecular structure, C18H17Cl7CrN2O3SSi.

Properties
- F_max: 0.63 eV/A
- Energy relative to the best compared isomer or geometry (same formula, charge and spin): 0.2139 eV

```
! RIJCOSX wB97M-V def2-TZVPD def2/J DEFGRID3
* xyz -1 2
Cr 0.3018 0.0665 0.0750
Cl 1.9847 6.9045 -0.6569
C 1.2138 5.3332 -0.6060
C 1.9664 4.2115 -0.3192
C 1.3165 2.9947 -0.2906
Cl 2.2006 1.5335 0.0762
C -0.0527 2.8164 -0.5248
O -0.6345 1.6399 -0.4941
C -0.7590 3.9945 -0.8088
Cl -2.4656 3.8789 -1.1111
C -0.1444 5.2328 -0.8514
H 3.0261 4.2824 -0.1175
H -0.7296 6.1142 -1.0746
Cl 1.1999 -6.5132 0.9873
C 0.4639 -4.9692 0.6915
C -0.9063 -4.8679 0.4881
Cl -1.9022 -6.2874 0.5035
C -1.4938 -3.6198 0.2539
Cl -3.1926 -3.4472 -0.0396
C -0.7152 -2.4654 0.2276
O -1.1603 -1.2608 -0.0138
C 0.6776 -2.5801 0.4131
O 1.3636 -1.4323 0.3469
C 1.2550 -3.8128 0.6462
Cl 2.9672 -3.8687 0.8759
C -2.2319 0.8700 2.3112
Si -0.4044 0.5014 2.3015
C -0.1090 -0.9988 3.3748
C 0.4543 1.9600 3.1222
H -2.5873 0.9975 3.3415
H -2.7844 0.0528 1.8414
H -2.4443 1.7861 1.7513
H -0.3909 -0.7700 4.4095
H 0.9404 -1.3054 3.3583
H -0.7119 -1.8467 3.0357
H -0.0172 2.1712 4.0907
H 0.3829 2.8678 2.5141
H 1.5155 1.7537 3.2921
S 3.1789 -0.5396 -3.0189
C 1.5364 -0.8146 -3.0108
N 0.9074 -1.9745 -3.2801
C -0.5489 -1.8801 -3.2227
C -0.7665 -0.3611 -3.1235
N 0.5708 0.1263 -2.7547
H 1.4160 -2.8324 -3.1482
H -0.9529 -2.4000 -2.3629
H -0.9959 -2.2840 -4.1294
H -1.4996 -0.0978 -2.3661
H -1.0699 0.0539 -4.0869
H 0.8314 1.0859 -2.9169
*
```

---

The following is a DFT calculation (ωB97M-V with the def2-TZVPD basis set) of a single C18H17F2N3O4S molecule.

Properties
- F_max: 0.87 eV/A
- SMILES: O=C(CCNS(=O)(=O)c1ccc2c(c1)CCC(=O)N2)Nc1ccc(F)c(F)c1
- Energy relative to the best compared isomer or geometry (same formula, charge and spin): 0.0000 eV

```
! RIJCOSX wB97M-V def2-TZVPD def2/J DEFGRID3
* xyz 0 1
O -4.3811 -2.2624 1.4606
C -3.4655 -1.9567 0.7324
C -2.2003 -2.7968 0.5901
C -0.9809 -2.0892 1.2137
N 0.2366 -2.2622 0.4521
S 0.3930 -1.3821 -0.9710
O -0.8102 -0.6141 -1.1865
O 0.8230 -2.2836 -1.9969
C 1.7148 -0.2708 -0.5511
C 1.4267 0.9433 0.0402
C 2.4644 1.7815 0.4033
C 3.7832 1.3962 0.1705
C 4.0665 0.1694 -0.4477
C 3.0181 -0.6610 -0.7981
C 5.5026 -0.1560 -0.7318
C 6.3921 0.3809 0.3858
C 6.1431 1.8515 0.6407
O 6.9917 2.6466 0.9628
N 4.8302 2.2277 0.5252
N -3.4111 -0.8426 -0.0477
C -4.3476 0.1759 -0.1783
C -4.0293 1.2398 -1.0250
C -4.9134 2.2842 -1.2037
C -6.1268 2.2785 -0.5372
F -6.9865 3.3004 -0.7122
C -6.4467 1.2224 0.3056
F -7.6229 1.2133 0.9549
C -5.5690 0.1715 0.4912
H -2.0084 -2.9543 -0.4734
H -2.3712 -3.7630 1.0651
H -1.1494 -1.0119 1.2623
H -0.8044 -2.4517 2.2288
H 0.4821 -3.2271 0.2921
H 0.3983 1.2247 0.1971
H 2.2601 2.7357 0.8651
H 3.1931 -1.6069 -1.2856
H 5.6360 -1.2323 -0.8413
H 5.7886 0.3124 -1.6794
H 7.4484 0.2417 0.1573
H 6.1766 -0.1465 1.3202
H 4.6132 3.1789 0.7958
H -2.5611 -0.7107 -0.5962
H -3.0815 1.2346 -1.5420
H -4.6793 3.1099 -1.8564
H -5.8360 -0.6393 1.1484
*
```

---

The following is a DFT calculation (ωB97M-V with the def2-TZVPD basis set) of a molecular structure, C18H17IrN3O9S2.

Properties
- F_max: 0.77 eV/A
- Energy relative to the best compared isomer or geometry (same formula, charge and spin): 1.0308 eV

```
! RIJCOSX wB97M-V def2-TZVPD def2/J DEFGRID3
* xyz 0 2
Ir -0.1308 0.7356 1.5546
O 0.3999 2.2129 -1.3670
C -0.7609 3.0131 -1.3720
C -1.8799 2.3298 -0.6156
N -1.6478 2.1293 0.8404
C -2.8940 1.5727 1.4346
C -2.6272 1.1497 2.8707
O -3.4702 1.1677 3.7232
O -1.3676 0.7888 3.0865
C -1.3324 3.4217 1.5277
C 0.1211 3.5349 1.9822
O 0.6386 4.6132 2.1283
O 0.7098 2.3893 2.2499
H 1.1733 2.7419 -1.1590
H -1.1139 3.1540 -2.3991
H -0.5621 4.0028 -0.9568
H -2.0976 1.3533 -1.0499
H -2.7725 2.9590 -0.7181
H -3.1937 0.6908 0.8732
H -3.6898 2.3187 1.4100
H -1.9152 3.4851 2.4485
H -1.6031 4.2749 0.9116
O 1.4870 0.7685 0.3725
N 2.4244 -0.1690 0.5575
C 3.4639 -0.1409 -0.3148
C 4.4615 -1.0587 -0.2162
C 4.3964 -2.0284 0.7980
C 3.3471 -2.0273 1.6721
C 2.3306 -1.0585 1.5604
S 0.9997 -0.9469 2.6118
H 3.4059 0.6425 -1.0538
H 5.2789 -1.0287 -0.9205
H 5.1747 -2.7735 0.8876
H 3.2630 -2.7559 2.4651
O -3.3786 -4.0340 -1.3860
S -2.1869 -3.9383 -0.5976
O -1.6951 -5.1020 0.0758
N -2.3015 -2.6870 0.4617
C -1.4484 -1.7576 0.1869
O -1.3618 -0.7225 0.9608
C -0.6247 -1.9643 -1.0539
C 0.2325 -1.1042 -1.7213
C 0.8542 -1.5661 -2.8778
C 0.6115 -2.8457 -3.3639
C -0.2938 -3.6860 -2.7261
C -0.9011 -3.2126 -1.5840
H 0.3754 -0.0867 -1.3915
H 1.5230 -0.9101 -3.4210
H 1.1071 -3.1792 -4.2664
H -0.5288 -4.6659 -3.1191
*
```